Entry 1:
The following is a DFT calculation (ωB97M-V/def2-TZVPD) of 4 unconnected molecules or ions with the total composition C20H22N4O3 in a non-equilibrium geometry.

E_LUMO	-1.05	eV
Kohn-Sham gap	6.484	eV
energy above the lowest of the compared OMol25 structures with the same formula, charge and spin	629.29	kJ/mol
SMILES	[H]/N=C/CC1=C(C=C)C(=O)OC1=O.c1cc[nH]c1.c1cc[nH]c1.c1cc[nH]c1
multiplicity	1
HOMO	-7.5	eV

The geometry in XYZ format:
```
49
Properties=species:S:1:pos:R:3:forces:R:3
H -1.31457 -4.19700 0.24046 -0.102 0.029 -0.072
N -1.29478 -3.23720 0.58190 0.196 -0.234 0.210
C -0.47797 -3.13241 1.54256 -0.157 0.170 -0.235
C -0.28942 -1.75285 2.16217 -0.279 -0.349 -0.511
C 0.19757 -0.83363 1.07972 0.189 -0.679 0.914
C 1.38480 -0.88756 0.47774 0.214 1.473 -0.965
C 2.48106 -1.81882 0.75919 0.256 -0.269 -0.324
C 2.77565 -2.89571 -0.00754 0.195 0.116 0.131
C 1.36786 0.21490 -0.53785 0.736 -0.814 0.478
O 2.22581 0.41944 -1.34593 -0.441 0.434 0.005
O 0.22880 0.94724 -0.38315 -0.640 0.231 -0.571
C -0.61923 0.26981 0.51431 1.190 -0.236 0.105
O -1.73064 0.58500 0.75371 -0.094 0.326 -0.053
H 0.11113 -3.97281 1.91543 0.020 0.049 0.144
H 0.40890 -1.77106 2.99701 -0.042 0.045 0.054
H -1.28408 -1.44824 2.49007 0.127 0.233 0.164
H 3.11055 -1.59529 1.62214 -1.132 -0.861 1.001
H 2.88481 -3.87700 0.44959 1.611 0.326 0.254
H 2.98377 -2.85445 -1.07393 -1.745 -0.110 -0.325
C -1.63358 0.10314 -3.13101 0.130 -0.055 0.034
C -2.12801 0.00046 -4.45918 -0.062 -0.037 0.035
C -3.48150 -0.18348 -4.36695 -0.058 0.022 0.041
N -3.81946 -0.19001 -3.03800 0.069 -0.017 -0.066
C -2.69480 -0.01666 -2.27856 -0.078 -0.044 -0.001
H -0.61436 0.25750 -2.82301 0.044 -0.005 -0.112
H -1.55829 0.06410 -5.37068 0.009 0.012 0.002
H -4.23231 -0.30151 -5.12927 0.007 0.003 -0.013
H -4.74778 -0.30458 -2.67779 -0.009 0.002 0.003
H -2.72716 0.01135 -1.20420 -0.163 -0.006 -0.064
C 0.71034 1.20542 5.92133 0.032 -0.013 -0.023
C 1.26450 0.27068 6.83837 0.015 -0.002 -0.014
C 0.49608 -0.86053 6.78263 -0.031 -0.035 -0.006
N -0.50182 -0.64527 5.87033 0.072 0.000 -0.046
C -0.37566 0.61028 5.33836 -0.062 -0.036 -0.049
H 1.06885 2.19959 5.71435 -0.002 0.005 0.002
H 2.12757 0.41412 7.46622 0.001 0.003 0.004
H 0.57246 -1.79499 7.31141 0.001 0.010 0.023
H -1.21625 -1.30651 5.62955 -0.033 0.014 0.025
H -1.06726 0.97017 4.59526 -0.011 0.028 0.019
C 1.56043 3.74887 -5.07853 0.000 -0.009 -0.011
C 0.23749 3.79918 -4.55447 0.161 -0.038 -0.008
C 0.20768 2.94728 -3.48129 -0.220 0.127 0.061
N 1.43877 2.38835 -3.33781 -0.075 -0.016 0.082
C 2.27639 2.86939 -4.30495 -0.046 -0.011 0.000
H 1.94182 4.29368 -5.92640 0.005 0.001 -0.001
H -0.58759 4.38510 -4.92286 0.000 0.008 0.001
H -0.58178 2.68404 -2.79859 -0.085 0.062 -0.070
H 1.65855 1.72033 -2.61124 0.283 0.141 -0.235
H 3.30255 2.54907 -4.36113 0.005 0.005 -0.020
```
Forces are in eV/Å.

Löwdin atomic charge list, values in e, 5 entries: 0.0567, 0.1218, -0.2287, -0.1009, -0.0795



Entry 2:
The following is a DFT calculation (ωB97M-V/def2-TZVPD) of C20H22N4O4 in the gas phase in a non-equilibrium geometry.

E_LUMO	-1.89	eV
Kohn-Sham gap	6.173	eV
energy above the lowest of the compared OMol25 structures with the same formula, charge and spin	775.69	kJ/mol
SMILES	O=[N+]([O-])C(=c1ccc2c(c1)N1C3=C(CCCC3)C[C@H]3CCCC[C@]31N=2)[N+](=O)[O-]
multiplicity	1
HOMO	-8.1	eV

The geometry in XYZ format:
```
50
Properties=species:S:1:pos:R:3:forces:R:3
O 5.97874 1.86255 -1.06776 0.034 0.194 -0.297
N 6.06458 0.91868 -0.29962 0.443 0.017 0.214
O 7.07594 0.60536 0.29121 0.150 0.154 0.096
C 4.88670 0.15135 -0.04971 -1.492 0.750 0.075
C 3.60207 0.71832 -0.02836 0.985 -0.900 -0.046
C 3.45208 2.16246 -0.02409 -0.389 1.048 -0.063
C 2.25093 2.77176 0.00890 0.839 0.054 -0.007
C 1.07268 1.96964 0.03615 -1.052 -0.207 -0.004
C 1.21012 0.51377 0.05395 0.213 -0.350 -0.074
C 2.44428 -0.08360 0.01269 -0.559 -0.463 0.062
N -0.05069 0.04141 0.06565 0.418 0.937 0.155
C -0.55836 -1.24548 -0.05504 -0.463 -0.824 -0.397
C -1.77719 -1.41806 -0.59190 0.174 0.121 -0.011
C -2.41984 -2.77138 -0.69116 0.190 -0.167 0.072
C -1.44190 -3.91727 -0.45335 -0.192 0.049 0.201
C -0.57236 -3.60247 0.75599 0.151 -0.018 -0.252
C 0.28746 -2.38107 0.44717 -0.088 -0.128 0.175
C -2.62098 -0.28329 -1.10185 0.264 0.141 0.113
C -1.93470 1.08693 -1.09342 0.060 0.140 -0.065
C -2.92775 2.25023 -1.05108 -0.052 -0.121 -0.003
C -3.68162 2.33125 0.27416 0.133 0.149 -0.008
C -2.70527 2.39755 1.44349 -0.179 -0.164 0.047
C -1.75679 1.20442 1.42817 0.138 0.293 -0.042
C -0.97460 1.18592 0.10239 -0.570 -0.615 0.058
N -0.15905 2.34608 0.03272 0.904 0.522 -0.037
N 5.13079 -1.23406 0.16576 0.273 -0.455 -0.183
O 6.10710 -1.72479 -0.36263 0.019 -0.157 -0.097
O 4.33098 -1.86577 0.84007 -0.070 -0.128 0.217
H 4.34326 2.76852 -0.04329 -0.042 0.000 0.041
H 2.15198 3.84458 0.02898 0.046 0.126 0.008
H 2.54367 -1.15267 0.01811 -0.042 0.062 -0.014
H -2.89123 -2.87607 -1.67154 -0.055 0.044 0.007
H -3.22442 -2.82013 0.05177 -0.095 -0.018 -0.048
H -1.99410 -4.84521 -0.30032 0.025 -0.040 -0.063
H -0.80517 -4.04575 -1.33032 0.031 -0.053 -0.060
H 0.07214 -4.44774 0.99716 -0.003 -0.006 0.068
H -1.20686 -3.40185 1.62160 -0.009 -0.005 0.077
H 0.83245 -2.06461 1.33831 0.070 0.021 -0.027
H 1.02262 -2.65515 -0.31460 0.097 0.026 0.062
H -3.53198 -0.24445 -0.49843 -0.082 -0.034 -0.030
H -2.93838 -0.51146 -2.12332 -0.060 -0.005 0.027
H -1.32255 1.18076 -1.99818 0.012 -0.030 0.081
H -2.36804 3.17557 -1.19222 -0.053 0.055 -0.087
H -3.63273 2.14569 -1.87798 0.011 0.049 -0.072
H -4.31054 3.22229 0.27152 -0.088 -0.032 -0.003
H -4.34123 1.46934 0.39548 -0.078 0.007 0.017
H -2.11559 3.31180 1.37084 -0.036 0.057 0.087
H -3.25118 2.41128 2.38819 0.028 0.069 0.028
H -2.30372 0.26639 1.52950 0.002 -0.067 0.012
H -1.04175 1.27840 2.25026 0.035 -0.096 -0.013
```
Forces are in eV/Å.

Löwdin atomic charge list, values in e, 5 entries: 0.0616, -0.3534, 0.0996, -0.0600, -0.0891



Entry 3:
The following is a DFT calculation (ωB97M-V/def2-TZVPD) of C20H22N4O5 in the gas phase in a non-equilibrium geometry.

E_LUMO	-0.72	eV
Kohn-Sham gap	8.124	eV
energy above the lowest of the compared OMol25 structures with the same formula, charge and spin	420.96	kJ/mol
SMILES	O=C(Nc1ccccc1C(=O)N1CCN(CCO)CC1)c1cccc([N+](=O)[O-])c1
multiplicity	1
HOMO	-8.8	eV

The geometry in XYZ format:
```
51
Properties=species:S:1:pos:R:3:forces:R:3
O -4.27072 -0.68489 -1.33458 -0.172 0.010 -0.068
C -3.37256 -0.86843 -0.54081 0.122 -0.115 0.021
N -2.69459 0.09163 0.13720 0.295 -0.087 0.355
C -2.71964 1.47492 -0.01338 0.076 0.319 -0.122
C -3.71879 2.14321 -0.71338 -0.130 -0.111 -0.052
C -3.69534 3.52248 -0.80061 0.132 0.020 0.088
C -2.68706 4.24991 -0.18833 0.011 0.141 -0.009
C -1.67258 3.59055 0.48216 -0.115 -0.147 0.011
C -1.65872 2.20262 0.55545 -0.323 0.063 -0.041
C -0.59281 1.47538 1.30571 -0.021 0.026 0.052
O -0.88904 0.59461 2.11302 -0.082 -0.119 0.077
N 0.68857 1.82877 1.08387 0.094 0.053 0.151
C 1.18810 2.47125 -0.10791 0.073 0.001 -0.637
C 1.92856 1.43958 -0.96677 -0.021 0.299 0.100
N 3.02616 0.86463 -0.21211 -0.051 0.019 -0.115
C 3.85769 -0.00218 -1.02937 0.238 -0.041 0.128
C 5.21089 -0.27626 -0.36001 -0.278 0.238 0.143
O 6.16196 -0.78058 -1.26378 0.239 -0.189 -0.415
C 2.50331 0.18217 0.96240 -0.033 0.208 0.155
C 1.74511 1.17961 1.83524 0.128 -0.404 0.321
C -2.84740 -2.24114 -0.23083 0.045 -0.330 -0.069
C -3.71249 -3.33144 -0.20260 0.043 0.135 -0.010
C -3.23223 -4.60769 0.04633 -0.029 0.134 -0.023
C -1.87921 -4.81715 0.24404 0.376 0.077 0.019
C -1.01549 -3.72996 0.18187 -1.302 0.138 -0.134
N 0.40341 -3.92575 0.34953 0.486 -0.064 0.033
O 0.78895 -5.02575 0.67483 0.127 -0.256 0.077
O 1.12636 -2.97031 0.14912 0.260 0.144 -0.016
C -1.48698 -2.44622 -0.04824 0.135 -0.144 0.056
H -2.06846 -0.20314 0.88546 -0.204 -0.033 -0.118
H -4.50864 1.57199 -1.17227 -0.025 -0.031 -0.010
H -4.48053 4.03405 -1.33625 -0.073 0.032 -0.049
H -2.68905 5.32817 -0.23386 -0.001 0.094 0.000
H -0.88982 4.15325 0.96988 0.100 0.037 0.011
H 0.36987 2.90474 -0.68178 0.139 -0.027 0.078
H 1.88838 3.25958 0.18559 -0.055 0.009 -0.065
H 2.33018 1.93963 -1.85105 -0.027 -0.036 -0.002
H 1.21011 0.66758 -1.30095 0.008 0.039 -0.010
H 3.35803 -0.95593 -1.26256 0.012 0.036 -0.075
H 4.04817 0.51959 -1.97390 -0.001 -0.055 0.027
H 5.56578 0.65446 0.10572 -0.110 -0.106 0.021
H 5.11950 -1.04348 0.41003 -0.014 0.101 0.034
H 6.28712 -0.14368 -1.97638 -0.001 -0.049 0.090
H 3.33733 -0.22195 1.53507 -0.037 -0.054 0.057
H 1.84168 -0.65389 0.68085 0.015 0.040 0.033
H 1.29393 0.67191 2.68831 0.107 0.097 -0.085
H 2.43433 1.95386 2.18510 -0.008 -0.050 -0.003
H -4.76390 -3.16029 -0.37684 -0.099 0.012 -0.031
H -3.91408 -5.44307 0.07908 -0.045 -0.071 0.010
H -1.47794 -5.80127 0.43169 0.003 -0.028 0.008
H -0.77540 -1.63568 -0.09904 -0.003 0.029 0.002
```
Forces are in eV/Å.

Löwdin atomic charge list, values in e, 5 entries: 0.0906, -0.4127, 0.1476, -0.1459, 0.0048



Entry 4:
The following is a DFT calculation (ωB97M-V/def2-TZVPD) of a molecular structure, C20H22N8O2STi.

E_LUMO	-7.04	eV
Kohn-Sham gap	7.117	eV
energy above the lowest of the compared OMol25 structures with the same formula, charge and spin	0.00	kJ/mol
net charge	+2
multiplicity	1
HOMO	-14.2	eV

The geometry in XYZ format:
```
54
Properties=species:S:1:pos:R:3:forces:R:3
Ti -0.28254 -0.17518 0.05562 0.065 -0.089 0.002
N -3.24863 -3.32343 1.33253 -0.003 -0.007 -0.016
C -2.51376 -2.22388 1.19063 0.005 0.024 0.021
S -2.05986 -1.74536 -0.43616 0.035 0.087 0.084
N -2.17178 -1.53655 2.24299 -0.024 -0.042 -0.020
N -1.47074 -0.42455 1.91271 0.051 0.007 -0.045
C -1.24396 0.40447 2.86042 -0.005 0.008 -0.012
C -0.60314 1.65704 2.49846 -0.013 0.002 -0.004
C -0.44789 2.69632 3.39774 -0.007 -0.009 0.003
C 0.02036 3.91581 2.93386 0.003 0.011 -0.003
C 0.29442 4.05495 1.58264 -0.002 -0.007 -0.001
C 0.14488 2.95765 0.75491 0.000 -0.009 0.014
N -0.26879 1.76407 1.19496 -0.037 0.029 -0.031
H -3.52814 -3.87289 0.53948 -0.002 0.000 0.002
H -3.55721 -3.59466 2.25325 -0.001 0.003 0.001
H -1.59426 0.20170 3.86602 0.007 -0.001 0.004
H -0.71282 2.55116 4.43586 -0.001 -0.001 0.000
H 0.14726 4.74851 3.61240 -0.001 0.001 -0.001
H 0.62562 4.99570 1.16740 0.001 0.002 0.003
H 0.36515 3.03694 -0.29944 0.002 0.004 0.000
N 0.65573 1.16804 -2.96193 -0.012 -0.016 -0.002
C 1.70870 1.31400 -2.05318 -0.002 0.005 -0.003
C 2.91845 1.83073 -2.52029 0.001 0.002 0.009
C 3.96781 1.97299 -1.64104 -0.009 -0.008 0.003
C 3.78326 1.61849 -0.30591 0.009 0.007 -0.024
C 2.56618 1.11316 0.07129 0.027 -0.004 0.058
N 1.53704 0.92348 -0.78778 -0.064 -0.004 -0.017
C -0.68684 1.42157 -2.68585 -0.001 0.009 0.007
C -1.46821 2.03627 -3.66638 0.002 0.004 0.000
C -2.78022 2.33417 -3.38428 -0.004 -0.002 0.008
C -3.29373 2.03342 -2.12123 0.005 0.002 -0.009
C -2.47465 1.40262 -1.22643 0.003 0.000 0.005
N -1.18909 1.06536 -1.50198 -0.030 0.042 -0.033
H 0.91347 1.43559 -3.90086 0.006 -0.005 0.005
H 3.01300 2.12783 -3.55648 0.002 0.000 0.000
H 4.91430 2.37003 -1.98268 -0.002 0.001 -0.003
H 4.57237 1.72240 0.42417 -0.003 -0.001 0.004
H 2.38889 0.82047 1.09647 0.006 0.003 0.005
H -1.03005 2.29212 -4.62189 -0.002 0.000 -0.001
H -3.39932 2.81523 -4.12958 0.000 0.000 -0.002
H -4.31191 2.27050 -1.85143 -0.001 0.000 0.000
H -2.83674 1.11853 -0.24649 -0.006 0.000 -0.003
N 0.45128 -1.49607 -1.65552 0.004 -0.007 -0.025
C 1.02009 -2.79135 -1.17810 0.005 -0.012 0.003
C 2.29430 -2.58277 -0.38288 0.017 0.001 -0.015
C 2.13862 -1.77036 0.87729 -0.029 0.023 0.019
O 2.95890 -1.63487 1.72557 0.012 0.006 -0.009
O 0.93502 -1.11643 0.95896 0.006 -0.056 0.021
H -0.31762 -1.71112 -2.28619 0.006 -0.006 -0.001
H 1.15070 -1.04015 -2.23448 -0.006 0.002 0.003
H 1.22943 -3.43182 -2.03528 -0.003 0.003 -0.002
H 0.25931 -3.28194 -0.57416 -0.003 0.005 0.000
H 3.06125 -2.08006 -0.98260 -0.003 -0.007 -0.005
H 2.72525 -3.54431 -0.10273 -0.006 0.000 0.004
```
Forces are in eV/Å.

Löwdin atomic charge list, values in e, 5 entries: 0.9291, 0.1347, -0.7567, 0.7946, 0.0289



> Which of these has the highest energy above the lowest of the compared OMol25 structures with the same formula, charge and spin?

C20H22N4O4